53
Properties=species:S:1:pos:R:3:forces:R:3:lowdin_charge:R:1 method="wB97M-V/def2-TZVPD" e_homo_ev="-8.313 / -8.393" spin_multiplicity=2 gap_ev="8.386 / 8.372" de_lowest_kcal_mol=8.6 lumo_ev="0.073 / -0.021" e_tot_ev=-188127.651
Cu -0.926547 -0.806170 0.237698 0.1 -0.1 -0.7 0.5347
C -0.270691 4.140856 2.829947 -0.1 -0.3 0.0 -0.0305
N -0.856373 2.820727 2.601224 0.1 0.2 0.0 -0.1252
C -1.934095 2.296477 3.265955 0.1 0.0 -0.1 -0.0402
C -2.148585 1.055337 2.732465 0.0 -0.1 0.0 -0.0786
N -1.215653 0.809939 1.762088 -0.2 0.2 0.0 0.0527
C -0.451682 1.885528 1.693800 -0.1 0.1 0.2 -0.4564
P 0.940012 2.123313 0.559936 0.1 -0.1 -0.1 1.1696
C 0.052490 1.625818 -0.969044 -0.3 -0.1 -0.2 -0.4716
N -0.966042 0.770505 -1.044991 0.5 0.2 -0.4 0.0073
C -1.363772 0.741361 -2.363483 -0.1 -0.1 0.4 -0.1003
C -0.589788 1.592585 -3.083415 0.3 0.1 0.0 -0.0478
N 0.305288 2.149728 -2.195474 0.0 0.2 -0.1 -0.1313
C 1.392920 3.057765 -2.554943 -0.2 -0.2 0.0 -0.0241
C 1.842807 0.587102 0.960866 0.1 -0.2 0.0 -0.5000
N 1.240634 -0.533668 1.290654 0.3 -0.3 -0.2 0.0446
C 2.224709 -1.457854 1.519110 -0.3 0.1 0.0 -0.1033
C 3.447458 -0.879231 1.324638 0.0 0.2 -0.1 -0.0585
N 3.200028 0.425571 0.966500 0.1 0.2 0.0 -0.1274
C 4.207905 1.412275 0.587927 -0.2 -0.2 0.0 -0.0258
H -0.856135 4.648209 3.588931 -0.1 0.0 0.0 0.0882
H -0.288424 4.735387 1.921088 0.0 0.0 -0.1 0.0828
H 0.755283 4.057875 3.178821 0.1 -0.1 0.0 0.0859
H -2.445121 2.839707 4.046074 0.1 0.0 -0.1 0.1209
H -2.913253 0.332876 2.975194 0.1 0.1 -0.1 0.0998
H -2.182079 0.117952 -2.695324 0.2 0.0 0.1 0.1267
H -0.581625 1.835357 -4.136262 0.0 0.0 0.2 0.1273
H 1.200569 3.456526 -3.545681 -0.1 0.0 0.0 0.0917
H 2.344290 2.528726 -2.572907 0.0 -0.1 0.0 0.0852
H 1.451732 3.880124 -1.849808 0.0 0.0 0.1 0.0751
H 1.985314 -2.472795 1.805314 0.0 0.2 -0.1 0.1175
H 4.453123 -1.269508 1.401463 -0.2 0.1 0.0 0.1217
H 5.167044 1.110605 0.995216 0.0 0.0 0.1 0.0897
H 3.949525 2.386962 0.989320 -0.1 0.1 0.0 0.0744
H 4.298808 1.485219 -0.494928 0.0 0.0 0.0 0.0861
Cl 1.732434 -0.847813 -2.019506 0.0 -0.1 0.3 0.7080
C 0.459906 -2.025675 -2.308151 -0.2 0.0 -0.1 -0.6403
C -0.653214 -2.096371 -1.466128 0.2 0.4 0.0 -0.1628
C -1.630507 -2.990651 -1.899684 0.0 -0.1 0.1 -0.6566
Cl -3.108457 -3.160792 -1.001258 0.0 0.0 -0.1 0.7541
C -1.517988 -3.772157 -3.052582 -0.1 -0.1 0.0 -0.7056
Cl -2.778340 -4.851363 -3.531645 0.0 0.0 0.0 0.6674
C -0.378019 -3.679310 -3.838758 0.0 0.0 -0.1 -0.7167
Cl -0.216382 -4.631275 -5.268056 0.0 0.0 0.1 0.6674
C 0.620442 -2.790405 -3.467709 0.2 0.1 0.1 -0.7090
Cl 2.025914 -2.635652 -4.468270 -0.1 0.0 0.1 0.6481
Cl -4.680453 -3.476588 2.475036 0.1 0.0 0.0 0.5993
C -2.943941 -3.266677 2.717540 0.1 0.1 -0.1 -1.4952
Cl -2.149124 -4.842855 2.575715 0.0 0.2 0.0 0.5947
Cl -2.655989 -2.599072 4.357956 0.0 -0.1 -0.2 0.5790
C -2.362775 -2.200598 1.712273 0.2 0.1 0.2 -0.8797
O -3.112658 -1.305522 1.317268 0.2 -0.5 0.4 -0.0862
O -1.120921 -2.318415 1.437996 -1.0 -0.2 0.5 -0.1268